Run one
ORCA calculation (wB97M-V/def2-TZVPD) on C35H49BrNO7PPdS2 as an isolated structure.

Last column: Mulliken charge in e.
Geometry (Å):
Pd -1.343 0.008 0.482  -0.269
O -2.524 0.086 -1.401  -0.307
S -3.585 -0.065 -0.344  1.037
O -4.909 0.024 -0.886  -0.784
O -3.278 1.032 0.653  -0.589
O -3.251 -1.330 0.350  -0.582
C -1.443 3.137 2.533  -1.358
C -0.489 2.141 3.208  0.611
C -1.246 1.309 4.240  -1.621
P 0.283 1.124 1.855  1.711
C 1.682 0.120 2.554  1.460
C 2.644 0.803 3.522  -1.862
C 2.442 -0.494 1.372  -1.327
C 1.084 2.503 0.952  -0.507
C 2.029 3.341 1.521  -0.424
C 2.559 4.432 0.841  0.330
C 3.570 5.341 1.477  -1.767
C 2.110 4.681 -0.459  -1.088
C 1.161 3.883 -1.045  -0.523
C 0.613 2.775 -0.350  0.070
N -0.432 2.093 -0.857  1.204
C -0.744 2.097 -2.164  0.130
C -2.061 2.483 -2.573  0.412
C -3.007 3.145 -1.622  -1.619
C -2.420 2.349 -3.899  -0.802
C -1.542 1.838 -4.845  0.783
C -1.953 1.669 -6.273  -1.754
C -0.232 1.528 -4.454  -0.784
C 0.204 1.674 -3.160  1.414
C 1.632 1.339 -2.825  -1.810
H -2.010 3.682 3.289  0.599
H -2.153 2.604 1.897  0.063
H -0.905 3.864 1.925  0.181
H 0.326 2.684 3.698  0.608
H -2.086 0.804 3.766  0.256
H -1.622 1.967 5.026  0.576
H -0.608 0.551 4.693  0.229
H 1.166 -0.676 3.091  -0.243
H 3.354 1.441 2.998  0.443
H 3.222 0.031 4.031  0.493
H 2.129 1.386 4.288  0.354
H 2.982 0.283 0.824  0.227
H 1.755 -0.984 0.681  0.008
H 3.164 -1.230 1.730  0.574
H 2.357 3.166 2.537  0.315
H 3.787 5.041 2.500  0.358
H 3.207 6.370 1.488  0.372
H 4.502 5.335 0.909  0.361
H 2.503 5.534 -0.999  0.417
H 0.766 4.119 -2.025  0.620
H -2.484 3.559 -0.763  0.170
H -3.716 2.408 -1.254  0.165
H -3.562 3.936 -2.126  0.548
H -3.422 2.638 -4.194  0.448
H -3.036 1.699 -6.377  0.406
H -1.590 0.720 -6.669  0.388
H -1.522 2.468 -6.881  0.372
H 0.462 1.154 -5.199  0.442
H 2.021 0.610 -3.535  0.510
H 1.718 0.927 -1.824  0.101
H 2.255 2.234 -2.881  0.485
Br 1.107 -6.396 6.436  -0.211
C 0.526 -5.104 5.168  0.122
C -0.001 -3.905 5.614  -0.730
C -0.414 -2.961 4.687  -0.146
C -0.303 -3.220 3.326  0.323
C 0.216 -4.438 2.901  -0.213
C 0.635 -5.388 3.817  -0.640
C -0.701 -2.185 2.300  -0.181
O -0.619 -2.478 1.095  -0.374
O -1.035 -1.044 2.729  -0.616
H -0.081 -3.719 6.677  0.435
H -0.841 -2.019 5.006  0.420
H 0.273 -4.630 1.838  0.421
H 1.037 -6.337 3.488  0.440
C -2.660 -2.129 -3.847  -0.782
C -1.783 -3.253 -3.299  -0.711
C -1.112 -2.894 -1.971  0.062
S 0.189 -1.646 -2.254  0.355
O 0.381 -0.858 -0.981  0.024
C 1.642 -2.783 -2.260  -1.098
C 1.881 -3.487 -0.924  1.095
C 1.937 -5.007 -1.069  -1.638
H -3.165 -2.447 -4.761  0.491
H -2.066 -1.241 -4.065  0.066
H -3.412 -1.843 -3.114  0.141
H -1.012 -3.510 -4.035  0.252
H -2.401 -4.139 -3.149  0.404
H -0.667 -3.764 -1.491  0.309
H -1.807 -2.427 -1.279  0.043
H 2.478 -2.134 -2.524  0.346
H 1.483 -3.484 -3.083  0.608
H 1.097 -3.205 -0.221  -0.850
H 2.820 -3.130 -0.497  0.474
H 0.985 -5.408 -1.420  0.264
H 2.163 -5.474 -0.109  0.403
H 2.716 -5.302 -1.775  0.464

Output
LUMO energy (alpha / beta), eV: -3.2 / -3.2
Frontier orbital gap (alpha / beta), eV: 4.415 / 4.443

Run two
ORCA calculation (wB97M-V/def2-TZVPD) on C35H49BrNO7PPdS2 as an isolated structure.

Last column: Mulliken charge in e.
Geometry (Å):
Pd -0.265 0.789 0.501  0.553
O -0.505 3.420 -0.832  -0.714
S -1.158 2.396 -1.621  0.998
O -2.130 2.814 -2.589  -0.778
O -1.837 1.362 -0.711  -0.689
O -0.010 1.613 -2.271  -0.569
C -3.184 2.197 3.908  -1.665
C -2.307 2.211 2.658  0.546
C -1.341 3.398 2.654  -1.471
P -1.353 0.677 2.381  1.421
C -2.493 -0.744 2.513  0.427
C -3.676 -0.559 1.568  -1.406
C -1.736 -2.038 2.220  -1.536
C -0.077 0.472 3.605  -0.659
C -0.271 0.388 4.987  -0.626
C 0.793 0.221 5.850  0.249
C 0.602 0.134 7.337  -1.588
C 2.077 0.133 5.278  -1.009
C 2.295 0.201 3.925  -0.601
C 1.204 0.374 3.036  0.185
N 1.319 0.470 1.685  1.473
C 2.554 0.232 1.047  -0.262
C 3.258 1.309 0.503  0.763
C 2.718 2.706 0.618  -1.533
C 4.455 1.059 -0.161  -0.599
C 4.962 -0.226 -0.295  0.489
C 6.273 -0.475 -0.989  -1.762
C 4.229 -1.286 0.233  -0.859
C 3.027 -1.078 0.891  1.238
C 2.217 -2.233 1.403  -1.645
H -3.844 3.065 3.899  0.448
H -2.573 2.260 4.810  0.335
H -3.810 1.306 3.977  0.365
H -2.931 2.284 1.760  0.509
H -0.652 3.339 3.500  0.267
H -1.905 4.328 2.736  0.489
H -0.765 3.436 1.728  0.211
H -2.840 -0.760 3.554  0.736
H -3.300 -0.474 0.549  -0.114
H -4.257 0.334 1.798  0.328
H -4.340 -1.423 1.626  0.647
H -1.363 -2.028 1.193  -0.030
H -2.405 -2.893 2.329  0.562
H -0.891 -2.169 2.897  0.343
H -1.275 0.448 5.391  0.243
H -0.454 0.204 7.598  0.352
H 1.127 0.939 7.855  0.325
H 0.981 -0.810 7.734  0.335
H 2.933 0.003 5.931  0.406
H 3.300 0.129 3.531  0.542
H 2.397 2.913 1.640  0.238
H 1.840 2.852 -0.022  0.227
H 3.474 3.436 0.332  0.477
H 5.007 1.895 -0.578  0.342
H 6.578 0.390 -1.578  0.383
H 6.210 -1.338 -1.653  0.375
H 7.066 -0.678 -0.265  0.411
H 4.599 -2.299 0.116  0.408
H 2.623 -3.179 1.045  0.444
H 1.180 -2.142 1.073  0.086
H 2.204 -2.257 2.495  0.377
Br -7.602 0.523 -4.906  -0.186
C -5.926 0.123 -4.133  0.123
C -5.866 -0.242 -2.797  -0.944
C -4.636 -0.544 -2.241  -0.132
C -3.482 -0.464 -3.011  0.654
C -3.558 -0.080 -4.346  0.010
C -4.785 0.205 -4.915  -0.931
C -2.192 -0.805 -2.375  0.386
O -1.154 -0.282 -3.156  -0.169
O -1.988 -1.484 -1.416  -0.702
H -6.767 -0.285 -2.204  0.453
H -4.565 -0.831 -1.203  0.391
H -2.661 0.006 -4.941  0.415
H -4.857 0.501 -5.952  0.439
C -1.109 -3.731 -3.810  -1.362
C -0.050 -2.727 -4.253  -0.457
C 0.723 -2.072 -3.104  -1.085
S 0.408 -0.330 -2.682  0.819
O 1.021 -0.321 -1.357  -0.261
C 1.275 0.447 -4.045  -1.287
C 2.668 0.888 -3.599  -0.093
C 3.677 -0.228 -3.362  -1.092
H -1.589 -4.177 -4.681  0.403
H -1.880 -3.287 -3.185  0.206
H -0.645 -4.535 -3.237  0.388
H -0.495 -1.965 -4.899  0.220
H 0.676 -3.255 -4.875  0.510
H 1.786 -2.047 -3.342  0.592
H 0.637 -2.599 -2.155  0.600
H 0.667 1.301 -4.324  0.547
H 1.283 -0.296 -4.843  0.674
H 2.563 1.499 -2.701  0.043
H 3.026 1.551 -4.390  0.547
H 3.447 -0.795 -2.459  0.030
H 4.669 0.199 -3.221  0.408
H 3.726 -0.910 -4.215  0.408

Output
LUMO energy, eV: -0.1
Frontier orbital gap, eV: 6.867

What should be chosen as the most stable of them? Choose run two.